No. 1
{
  "formula": "C27H48AsN4ORuSSi",
  "method": "ωB97M-V with the def2-TZVPD basis set",
  "homo_ev": [-15.986, -15.986],
  "e_lumo_ev": [-10.46, -10.48],
  "spin_multiplicity": 1,
  "orbital_gap_ev": [5.521, 5.506],
  "charge": 3,
  "species": ["Ru", "C", "Si", "C", "N", "C", "C", "C", "C", "C", "C", "C", "C", "C", "C", "C", "C", "C", "C", "C", "C", "C", "H", "H", "H", "H", "H", "H", "H", "H", "H", "H", "H", "H", "H", "H", "H", "H", "H", "H", "H", "H", "H", "H", "H", "H", "N", "C", "C", "N", "H", "H", "H", "H", "H", "H", "H", "H", "C", "As", "C", "C", "S", "H", "H", "H", "H", "H", "H", "H", "H", "H", "C", "N", "C", "C", "O", "H", "H", "H", "H", "H", "H", "H"],
  "xyz": [[0.58736, -0.71184, 0.79766], [-0.02079, 1.06587, 0.10735], [-0.48532, 1.17433, -1.73649], [-1.12180, -0.60532, -1.81449], [-0.24435, -1.59821, -1.10828], [0.83905, -2.05712, -2.07285], [0.82776, -3.54533, -2.38744], [-0.53405, -3.96286, -2.92619], [-1.65019, -3.55138, -1.94686], [-1.10464, -2.78256, -0.75016], [-1.88405, 2.35516, -1.96404], [-2.70754, 2.25923, -3.08505], [-3.74366, 3.15884, -3.28693], [-3.97025, 4.17163, -2.36905], [-3.16193, 4.28741, -1.25263], [-2.12744, 3.38404, -1.05342], [1.06993, 1.51060, -2.69470], [1.31584, 0.93428, -3.94485], [2.43754, 1.28012, -4.68564], [3.33545, 2.21508, -4.19004], [3.10291, 2.81875, -2.96028], [1.97902, 2.47205, -2.22629], [-0.94952, 0.81648, 0.68627], [0.51070, 1.90187, 0.55890], [-1.34241, -0.96622, -2.82029], [-2.08225, -0.57318, -1.28947], [1.81044, -1.76756, -1.69101], [0.70699, -1.50619, -3.00275], [1.10302, -4.14374, -1.51167], [1.60584, -3.72731, -3.13052], [-0.55376, -5.03491, -3.11152], [-0.68546, -3.48279, -3.89514], [-2.15985, -4.42915, -1.54753], [-2.42091, -2.96739, -2.44889], [-0.50582, -3.45137, -0.12596], [-1.91816, -2.40803, -0.13381], [-2.54399, 1.48202, -3.82594], [-4.37035, 3.07217, -4.16390], [-4.77504, 4.87561, -2.52925], [-3.33127, 5.08585, -0.54266], [-1.49196, 3.50623, -0.17845], [0.61345, 0.22526, -4.37142], [2.60220, 0.83259, -5.65658], [4.20489, 2.49126, -4.77133], [3.78407, 3.57438, -2.59150], [1.78945, 2.99643, -1.29135], [2.36391, 0.02900, -0.11824], [3.58979, -0.68778, 0.32894], [3.30191, -2.16755, 0.31173], [1.98713, -2.35022, 0.98832], [2.28317, 0.02964, -1.13884], [2.47715, 1.01238, 0.11599], [3.80252, -0.35449, 1.34366], [4.44156, -0.43121, -0.30083], [4.08456, -2.72716, 0.82321], [3.22991, -2.56211, -0.69801], [2.14415, -2.40780, 1.99473], [1.56040, -3.23423, 0.71696], [1.83009, 3.55018, 2.90163], [0.83657, 2.08279, 3.63182], [1.20088, 1.97276, 5.50600], [-1.03128, 2.45177, 3.38087], [1.56229, 0.20720, 2.79902], [1.58997, 4.45305, 3.46332], [1.56608, 3.69604, 1.85547], [2.89207, 3.33047, 2.99648], [0.90123, 2.90959, 5.97535], [2.26839, 1.81248, 5.64776], [0.64475, 1.14292, 5.93709], [-1.22423, 3.42236, 3.84015], [-1.64284, 1.70283, 3.88012], [-1.27687, 2.50451, 2.32177], [-2.73417, -2.16885, 4.79971], [-2.16038, -2.40048, 3.46765], [-2.73351, -3.51458, 2.70521], [-1.23260, -1.62938, 3.00134], [-0.72779, -1.78567, 1.83042], [-2.71519, -3.10195, 5.35858], [-3.76500, -1.83350, 4.69719], [-2.15041, -1.42204, 5.33174], [-2.77310, -4.38865, 3.35162], [-2.11944, -3.72327, 1.83664], [-3.74600, -3.25457, 2.39764], [-0.86485, -0.83955, 3.65423]],
  "atomic_forces_ev_per_a": [[-0.282, 0.392, 0.092], [0.494, 0.121, -0.556], [-0.106, -0.140, 0.061], [0.000, 0.046, -0.004], [-0.027, -0.287, 0.045], [-0.031, 0.123, -0.009], [0.022, 0.000, 0.019], [-0.021, -0.002, -0.010], [0.027, 0.029, 0.000], [0.069, -0.011, 0.008], [0.125, -0.011, 0.076], [-0.120, -0.083, -0.243], [0.035, -0.129, -0.093], [-0.109, 0.056, -0.068], [0.147, -0.004, 0.194], [0.025, 0.135, 0.176], [0.033, 0.069, 0.022], [-0.013, -0.041, -0.015], [0.011, 0.001, -0.003], [0.003, -0.002, -0.011], [0.008, 0.002, 0.001], [-0.031, 0.004, 0.033], [0.099, -0.356, 0.168], [-0.089, 0.053, 0.086], [-0.017, -0.019, -0.024], [0.001, 0.018, 0.010], [-0.017, 0.031, -0.011], [-0.014, -0.033, 0.018], [-0.006, 0.001, -0.004], [0.008, 0.001, 0.011], [-0.002, 0.003, -0.004], [-0.003, -0.001, 0.002], [-0.004, -0.006, 0.003], [-0.005, -0.002, -0.009], [-0.053, 0.062, -0.009], [0.018, -0.014, -0.009], [-0.006, 0.016, 0.008], [0.000, -0.005, -0.008], [-0.012, 0.013, -0.006], [0.002, 0.000, 0.007], [-0.009, 0.006, -0.022], [0.000, 0.006, 0.002], [0.004, 0.001, -0.004], [0.001, -0.002, -0.003], [-0.001, -0.002, 0.003], [-0.002, -0.009, -0.010], [-0.004, 0.137, -0.124], [0.020, -0.053, 0.007], [0.059, -0.033, 0.014], [-0.045, 0.230, -0.058], [0.046, 0.018, 0.047], [0.022, -0.017, 0.030], [0.032, -0.003, -0.015], [-0.036, -0.001, -0.042], [-0.032, -0.002, 0.039], [0.015, -0.012, 0.005], [-0.027, -0.043, -0.006], [-0.021, 0.041, -0.071], [-0.004, 0.024, 0.008], [0.077, -0.057, -0.100], [0.013, 0.016, 0.025], [-0.022, 0.015, 0.014], [-0.037, -0.020, 0.251], [-0.005, 0.001, 0.003], [0.010, 0.000, 0.001], [-0.008, 0.007, -0.006], [0.003, 0.002, 0.004], [-0.007, -0.001, -0.006], [0.002, 0.010, -0.006], [-0.017, 0.002, -0.009], [0.020, -0.025, -0.015], [0.007, 0.005, 0.029], [0.004, -0.008, 0.015], [-0.064, -0.010, 0.023], [-0.001, 0.003, -0.011], [0.296, -0.028, -0.052], [-0.416, -0.219, 0.107], [0.014, 0.007, 0.005], [-0.004, -0.016, 0.001], [-0.018, 0.015, -0.007], [0.001, -0.002, -0.005], [-0.010, 0.004, 0.007], [-0.003, -0.008, 0.001], [-0.014, -0.006, -0.009]]
}

No. 2
{
  "formula": "C27H48B3Cl6F7N2Na3O12",
  "method": "ωB97M-V with the def2-TZVPD basis set",
  "homo_ev": -8.881,
  "e_lumo_ev": -5.95,
  "spin_multiplicity": 1,
  "orbital_gap_ev": 2.936,
  "charge": 1,
  "species": ["C", "B", "O", "C", "C", "N", "C", "C", "C", "C", "C", "C", "C", "C", "C", "C", "F", "O", "H", "H", "H", "H", "H", "H", "H", "H", "H", "H", "H", "H", "H", "H", "H", "H", "H", "H", "H", "H", "Na", "C", "Cl", "Cl", "H", "H", "B", "F", "F", "F", "F", "Na", "Na", "C", "Cl", "Cl", "Cl", "Cl", "C", "O", "C", "C", "N", "C", "C", "O", "C", "H", "H", "H", "H", "H", "H", "H", "H", "H", "H", "H", "H", "H", "H", "H", "C", "C", "O", "C", "O", "O", "C", "H", "H", "H", "H", "H", "H", "H", "H", "B", "O", "C", "O", "C", "O", "O", "F", "F", "O", "H", "H", "H"],
  "xyz": [[1.27970, 0.10085, 5.31479], [1.51278, 0.96615, 3.94553], [2.80044, 1.64805, 3.70209], [2.40281, 2.69433, 2.76380], [2.71366, 4.01157, 3.67436], [3.99950, 3.74841, 4.40235], [0.77975, 2.66608, 2.42872], [0.26919, 1.65188, 1.21637], [-1.14071, 0.94862, 1.57684], [-1.22973, -0.46563, 2.25247], [-2.54655, -1.17633, 2.66417], [-3.89646, -0.43424, 2.38510], [-3.92079, 0.96186, 1.67082], [-2.52330, 1.62762, 1.27805], [0.02309, 4.05439, 2.15536], [-0.67847, 4.68320, 3.48521], [0.81459, 5.03325, 1.43202], [0.37762, 1.87699, 3.59716], [0.41501, 0.55740, 5.93590], [2.22329, -0.07729, 5.93491], [0.90063, -0.94079, 4.98036], [1.53995, 0.09363, 3.09972], [3.13155, 2.56500, 1.84747], [1.87263, 4.01914, 4.46292], [2.74969, 4.97967, 3.06742], [4.47730, 4.66595, 4.48125], [3.70792, 3.41409, 5.35558], [0.17398, 2.21733, 0.20491], [1.05402, 0.79954, 1.00901], [-0.24131, -1.00814, 2.48334], [-2.54056, -2.20039, 3.18850], [-4.88381, -0.90264, 2.70038], [-4.88711, 1.54288, 1.41195], [-2.50130, 2.66188, 0.75816], [-0.86564, 3.80427, 1.45666], [-1.13757, 3.85223, 4.14592], [0.11982, 5.29642, 4.02372], [-1.55133, 5.31850, 3.10985], [2.46601, 1.36147, 0.30439], [-2.60081, 8.25931, 4.66505], [-2.06848, 7.19944, 5.96908], [-2.95060, 7.33771, 3.19215], [-3.50556, 8.78081, 4.97972], [-1.81141, 8.98215, 4.45237], [3.66001, -3.07862, 4.87292], [3.50365, -4.47671, 4.59378], [5.01581, -2.81704, 5.26726], [3.35126, -2.31721, 3.69405], [2.77182, -2.69975, 5.93324], [-4.27112, 2.76898, -0.16901], [5.73427, 3.45158, 5.54631], [5.48733, -6.70765, 1.93082], [4.90330, -6.77190, 0.25182], [4.57038, -7.86437, 2.92009], [7.21432, -7.13082, 1.97284], [5.26202, -5.07024, 2.57371], [-1.41624, -2.23468, -2.22833], [-0.10609, -2.26220, -1.68809], [-0.06342, -2.51257, -0.28350], [0.44719, -3.92416, 0.01221], [-0.52922, -4.94124, -0.37501], [0.00912, -6.30204, -0.42813], [1.19703, -6.57377, -1.36689], [0.87745, -6.50818, -2.75275], [0.81071, -5.19331, -3.27862], [-1.35999, -1.79790, -3.22712], [-1.82531, -3.24422, -2.32617], [-2.08753, -1.61904, -1.62456], [-1.03100, -2.32891, 0.19592], [0.64722, -1.79491, 0.13829], [0.65905, -4.01542, 1.08239], [1.38929, -4.04356, -0.53207], [-0.90619, -4.71299, -1.28615], [-0.81548, -6.95010, -0.73854], [0.28271, -6.60889, 0.58755], [1.51315, -7.60724, -1.18987], [2.07261, -5.95609, -1.14040], [1.54869, -4.52620, -2.82373], [-0.19594, -4.79624, -3.16071], [1.01156, -5.24159, -4.35117], [-2.59556, -0.78914, -9.80356], [-1.91521, -0.30343, -8.53696], [-2.32737, -1.07861, -7.40387], [-1.75962, -2.29130, -7.29469], [-0.94426, -2.76568, -8.04786], [-2.27989, -2.89847, -6.21294], [-1.83288, -4.24167, -6.03576], [-3.68074, -0.80859, -9.67349], [-2.34944, -0.14035, -10.64712], [-2.28763, -1.80726, -10.05355], [-2.21504, 0.72770, -8.33810], [-0.82613, -0.30925, -8.63455], [-0.74278, -4.30093, -6.03479], [-2.25277, -4.87893, -6.81761], [-2.19778, -4.59369, -5.06964], [0.46593, 1.79533, -3.00197], [-0.96136, 2.16127, -2.99314], [-1.34206, 2.31248, -4.26170], [-2.46094, 2.61425, -4.60393], [-0.20225, 2.05809, -5.14703], [-0.21115, 2.11271, -6.35170], [0.87107, 1.75217, -4.41406], [0.65045, 0.51175, -2.39131], [1.22877, 2.78512, -2.29567], [-2.65144, 10.92416, 2.58004], [-3.02271, 11.52060, 3.27081], [-2.94924, 11.18841, 1.67823], [-2.86391, 9.97591, 2.76768]],
  "atomic_forces_ev_per_a": [[-0.864, -0.142, 0.407], [-0.422, -2.858, 0.195], [-1.460, 2.577, -1.486], [1.266, 0.505, 1.042], [-0.965, -0.774, -0.993], [-0.713, 1.154, 0.448], [0.353, -3.077, 0.592], [-0.001, -0.460, -0.994], [-3.496, -1.465, 0.733], [-1.992, 1.036, -0.226], [-0.274, 4.178, -1.842], [2.631, 1.660, -1.111], [4.123, -1.702, 0.682], [0.265, -2.877, 1.455], [-1.872, -0.490, 1.026], [0.370, -0.313, -1.141], [-0.808, -1.441, 1.298], [0.057, 3.165, -0.737], [1.436, -0.608, -0.515], [-1.392, 0.201, -0.702], [0.779, 1.595, 0.785], [-0.182, -0.445, -1.047], [-1.075, 1.017, 1.477], [1.134, 0.143, -1.509], [0.042, -1.275, 0.971], [-0.889, -0.182, 0.077], [-0.052, 0.449, -1.294], [-0.077, -0.817, 1.496], [-3.354, 0.935, 1.577], [-1.631, 1.082, -0.360], [0.057, 1.910, -1.013], [1.540, 0.704, -0.530], [1.363, -1.458, 0.994], [0.419, -1.687, 1.084], [1.681, 0.465, 0.944], [1.181, 1.201, -1.127], [-1.401, -0.729, -0.475], [1.574, -0.743, 0.698], [1.497, 0.099, -1.344], [0.091, -0.033, 0.658], [-0.077, 0.299, -0.203], [-0.285, 0.792, -0.350], [-0.004, -0.245, 0.009], [0.131, -0.247, 0.043], [-0.144, -0.189, 0.314], [-0.080, 1.138, 0.362], [-0.825, -0.081, -0.340], [0.213, -0.410, 0.583], [0.640, -0.216, -0.748], [-0.083, -0.202, -0.756], [1.304, -0.935, 0.406], [-0.032, 0.532, 0.269], [0.054, -0.079, 0.093], [0.157, 0.160, -0.198], [-0.189, -0.041, -0.056], [0.184, -0.663, -0.377], [0.410, 0.062, -0.238], [-0.513, -0.044, 0.319], [0.414, -0.377, -0.147], [-0.339, 0.208, -0.150], [0.108, 0.127, 0.000], [-0.014, 0.055, -0.150], [-0.177, -0.413, 0.117], [0.167, 0.212, 0.184], [0.031, -0.343, -0.203], [0.095, -0.017, 0.070], [-0.211, 0.008, 0.063], [-0.063, -0.013, 0.098], [-0.068, -0.104, -0.171], [0.067, 0.004, 0.053], [0.038, -0.020, -0.032], [0.142, 0.125, 0.111], [0.068, 0.008, 0.086], [0.090, -0.052, 0.004], [0.100, 0.061, -0.063], [-0.062, 0.067, -0.046], [-0.093, 0.166, -0.039], [-0.130, 0.012, 0.060], [-0.035, 0.327, 0.047], [0.060, -0.124, 0.065], [-0.052, -0.357, -0.028], [0.087, 0.370, -0.633], [0.241, -0.467, 0.366], [-0.165, 0.237, -0.273], [-0.297, 0.145, 0.416], [0.171, 0.260, -0.185], [0.093, -0.429, 0.132], [0.059, 0.163, -0.003], [-0.018, 0.001, 0.097], [0.089, 0.133, 0.016], [-0.008, -0.217, 0.317], [-0.141, -0.175, 0.104], [-0.136, 0.034, -0.158], [0.194, 0.059, 0.009], [-0.089, 0.279, -0.087], [1.042, -0.838, 0.781], [-0.108, 0.129, -0.259], [-2.532, 0.537, 1.355], [0.534, -0.088, 0.221], [2.400, -0.562, -2.268], [-0.285, 0.045, 0.739], [-0.751, 0.265, 0.164], [0.040, 1.340, -0.060], [-0.298, -0.683, 0.123], [-0.260, 0.121, -0.005], [0.099, -0.102, -0.206], [0.095, -0.062, 0.190], [0.009, -0.188, -0.146]]
}

Which formula does entry 2 have?
C27H48B3Cl6F7N2Na3O12